Record 1
ORCA calculation (ωB97M-V/def2-TZVPD) on a single C5H4O2 molecule.

Geometry (Å):
H 1.9870 1.3297 -0.0981
O 1.9753 -1.4924 -0.6916
H -0.3267 2.1143 -0.7092
H -2.2720 0.4459 -0.4043
C 1.1203 0.6869 -0.1369
H -1.6882 -1.4760 1.1716
C -0.9693 -0.8701 0.6295
C 1.2681 -0.7571 -0.0695
C -1.2523 0.2077 -0.1280
C -0.1428 1.0968 -0.3824
O 0.3005 -1.2858 0.8189

Values from the calculation:
Kohn-Sham gap in Eh: 0.3555
Relative energy (zero: lowest compared OMol25 entry of this formula, charge and spin) in eV: 0.6214
2S+1: 1
SMILES: O=c1cccco1


Record 2
ORCA calculation (ωB97M-V/def2-TZVPD) on a molecular structure, C8H18CaF6O12S2 at a distorted geometry.

Geometry (Å):
O 2.7744 -0.3769 -0.4568
H -1.1720 0.5856 2.8400
O 1.0700 -1.3786 2.1819
F -2.1496 -0.4902 -3.1439
O 0.5862 -1.5257 -3.8987
H 3.9871 1.5349 2.0109
F -5.4669 -0.5389 -0.2886
H -1.7626 2.6893 2.5310
F -1.5691 -0.1296 -5.1900
O 1.1687 0.8225 -4.2981
S 0.4343 -0.1452 -3.5213
O -1.7506 -0.2432 -0.2700
C -0.7611 3.0336 0.7199
F -4.1155 0.6270 -1.5407
Ca 0.4895 0.0435 0.2273
O 2.0566 1.5031 1.4518
H 3.2050 -0.0429 2.3097
O -3.1841 -2.2144 -0.4493
O 0.2855 -2.3297 -0.4353
H 2.5216 -2.4230 1.1527
H -1.4944 3.6310 0.1863
C 3.3261 0.7682 1.5987
H 1.6861 -3.3545 2.4167
H 3.2255 -0.7863 -1.2024
H -0.3178 -3.5643 1.1612
C 0.5776 -3.2250 0.6272
H 3.9731 1.3261 -0.3434
C 3.7913 0.4129 0.2174
O 0.1072 2.3611 -0.2485
H 1.0502 -4.1162 0.1924
H 4.6767 -0.2168 0.3414
H -0.0780 3.6362 1.3330
C 1.5595 -2.6211 1.6181
S -2.9244 -0.9695 0.2048
F -4.4137 1.1727 0.5419
H 2.0459 2.2437 2.0593
C -4.3111 0.1287 -0.3121
C -1.4974 2.0916 1.6593
F -1.6043 1.5086 -3.7710
H 0.4846 -1.5804 2.9182
H -2.3813 1.6885 1.1814
O -3.0129 -0.9773 1.6469
C -1.3258 0.2043 -3.9151
O -0.7085 0.9494 2.0795
O 0.5319 0.1052 -2.0791
H 0.4170 3.0317 -0.8628
H -0.0301 -2.8498 -1.1817

Values from the calculation:
Kohn-Sham gap in Eh: 0.3173
Relative energy (zero: lowest compared OMol25 entry of this formula, charge and spin) in eV: 0.0000
2S+1: 1


Record 3
ORCA calculation (ωB97M-V/def2-TZVPD) on a molecular structure, C29H50BrNOP2Sr at a distorted geometry.

Geometry (Å):
H 5.9802 -1.2556 3.1568
H -2.6700 0.9336 5.0238
C -5.1493 3.4675 -4.6394
H 6.7157 -2.7054 2.4597
C -0.8601 -0.2589 -0.3901
H 4.4216 0.8059 -0.2729
H -0.7581 1.3154 -3.4102
H 0.9325 -3.1096 -3.1674
C -6.0769 4.0230 -5.5582
C 0.0386 0.2381 4.2390
H -1.5960 2.9352 2.9168
H 5.2363 -0.5114 -2.0712
H 5.6643 -2.6665 -3.1345
C 0.1245 -2.6779 -2.5720
C 5.7649 -2.1960 2.6406
C -2.3956 -2.5297 -0.6921
C 5.0273 -1.9595 1.3247
H 4.0625 -1.4348 1.4817
H -1.1383 -5.3136 1.8932
C 5.3138 0.7237 0.3519
C -2.7033 1.5126 4.0880
C -1.9330 0.4796 0.1974
H -4.5715 2.5867 -4.9384
C -3.9024 3.6514 -2.4602
H 1.0453 -3.4365 -0.7678
Br 1.7164 -0.2415 1.2855
H -2.3517 0.1494 1.1586
H 4.1771 -1.6812 -1.2061
H -0.8872 -0.1178 4.7058
C 5.9886 -2.5570 -2.0952
C 1.0822 0.7113 5.2101
H -2.3665 -3.5942 -0.9398
H -7.2577 6.6070 -3.8894
P -0.7445 -2.0703 -0.0063
C -1.5385 -4.4768 1.3128
H 7.3734 1.4107 0.3874
C 0.6209 -2.4968 -1.1481
C -2.2380 1.7880 -1.8584
H -3.1676 -1.6389 1.1789
H 0.4182 -0.5386 3.5917
H 1.4172 -1.7396 -1.0298
H -1.7084 -4.8555 0.2948
C -6.6222 5.7360 -4.0909
N -6.7892 5.1269 -5.2614
H -3.0355 0.8486 3.2781
C -1.3960 2.2205 3.7430
C -4.9168 4.1166 -3.4140
H 0.9440 1.7328 5.5487
C -1.0617 1.1790 -2.3560
H -3.3861 2.0582 -0.0078
H 2.0677 0.6150 4.7622
C -5.6859 5.2864 -3.1284
H -2.5747 -1.9964 -1.6372
H -0.1884 -1.7298 -3.0137
H -0.9944 2.7933 4.5967
H -0.7231 -3.3846 -2.5927
H 6.5363 1.7543 -1.1279
H -0.3898 -2.8374 2.2762
H -5.5355 5.8754 -2.2370
H -6.2421 3.5246 -6.5093
H 0.7043 0.0234 -1.9326
C 6.4115 1.7175 -0.0400
C -0.2966 0.3289 -1.5732
Sr 0.2840 2.1109 1.1491
H -3.9520 -3.1571 0.6951
H 1.0632 0.0652 6.0985
C -3.0423 2.6230 -2.7294
H 0.4758 -3.7924 1.0707
H -2.4977 -4.1519 1.7414
H -4.3067 -1.6464 -0.1865
C 5.2186 -1.4128 -1.4388
O -0.3505 1.2949 3.2815
H -2.9616 2.3564 -3.7868
H -3.4751 2.2810 4.2189
H 5.1610 -2.8288 3.2983
H 7.0691 -2.3666 -2.0946
H -3.8608 4.2044 -1.5206
C -3.5144 -2.2240 0.3104
C -0.4990 -3.3445 1.3062
P 6.0062 -0.9563 0.1617
H 5.8111 -3.5061 -1.5742
C -2.5535 1.5366 -0.4903
H 5.0046 0.8481 1.3972
H 6.1709 2.7189 0.3259
H 4.8167 -2.9173 0.8320

Values from the calculation:
Kohn-Sham gap in Eh: 0.1886
Relative energy (zero: lowest compared OMol25 entry of this formula, charge and spin) in eV: 0.3860
Net charge: +2
2S+1: 1


Record 4
ORCA calculation (ωB97M-V/def2-TZVPD) on a single C4H4N2O molecule at a distorted geometry.

Geometry (Å):
H 1.8169 -2.2128 0.1724
H -2.4547 1.0319 -0.3278
C 1.5190 -1.1155 -0.0854
H -2.5965 -0.9491 -0.0671
C 0.2876 1.2425 0.1905
C -1.8646 -0.0612 -0.2746
N 2.1641 -0.0764 -0.2645
H -0.1174 2.1543 0.5121
C -0.4927 -0.0442 -0.0114
N 1.5849 1.2264 -0.0638
O 0.1534 -1.1958 0.2196

Values from the calculation:
Kohn-Sham gap in Eh: 0.3282
Relative energy (zero: lowest compared OMol25 entry of this formula, charge and spin) in eV: 3.9133
2S+1: 1
SMILES: C=C1C=NN=CO1


Record 5
ORCA calculation (ωB97M-V/def2-TZVPD) on a single C35H41FN2O8S molecule at a distorted geometry.

Geometry (Å):
O -4.2981 4.2485 -0.8731
C -3.9921 2.6588 1.4672
H -6.2176 3.4038 2.5643
C -6.6819 2.4261 2.6670
H -2.4763 5.9258 -0.9117
C -4.3316 1.6724 2.7410
O 6.3140 0.9584 3.2350
H 7.8850 0.6127 4.4929
H -8.2628 0.4422 -1.5684
H 3.3943 4.3872 3.8500
H -1.3975 -2.3893 1.8937
C -0.2019 -3.8891 4.5755
H 4.3770 -2.6686 1.0195
C -4.4801 1.6254 0.3745
C -2.4914 7.0628 2.8280
C -2.1749 0.5682 3.4499
C 6.8129 0.4487 4.5231
H -3.5808 -1.5630 5.0819
C 4.1057 1.7948 3.5836
S -4.4978 4.3334 0.5625
C -8.0562 2.2894 2.6009
C 0.6564 -1.6305 4.3248
H -4.2362 5.7716 3.0104
H 0.3417 0.4536 4.7631
H -0.7502 7.5545 -0.1052
O 4.6950 2.7853 4.3010
H 3.1605 3.6438 5.4655
H -7.6811 2.0946 -1.8434
C 0.0991 -0.2443 3.9294
H 0.8725 -4.0596 4.7400
H -0.5171 -4.5223 3.7220
C -2.6540 -2.1465 5.1508
C -7.7014 1.2696 -1.1139
C -5.8319 1.3327 2.8005
H 4.6147 4.6373 5.1353
H -6.3899 -0.0343 0.0261
C 3.0921 -0.3894 2.1644
H -1.6359 1.5400 3.4860
N -0.4053 -2.4818 4.3205
H 4.0602 -3.0565 2.7359
H 5.6829 -3.3633 2.0283
H -8.2857 -1.0615 3.1527
C -6.4175 0.0626 3.0894
H -4.0711 2.6083 3.4056
F -2.5755 2.7575 1.2335
O -5.7230 1.9960 -0.0625
O -5.8123 4.7340 1.0478
H 6.3628 1.0161 5.3360
C -1.7024 -1.9127 3.9599
H -5.7612 0.5857 -1.5394
C 3.9022 3.9285 4.7082
C -2.4317 6.2140 0.1390
H -2.9304 -3.2116 5.2110
C -3.3710 5.7079 1.0444
H -9.7159 0.9479 2.7938
H 0.5376 -0.4117 1.8324
H 2.0325 2.4333 3.7260
O 1.8416 -1.9264 4.5218
C 2.2112 0.5259 2.7421
H 0.2232 1.2483 2.3577
C -1.5369 7.5700 1.9311
H -3.1232 -1.9718 2.2908
H -8.2729 1.6335 -0.2648
C -6.3503 0.8323 -0.6601
O 5.3163 -1.4005 2.4069
H -2.5156 7.3663 3.8773
H -0.7603 8.2374 2.3122
O -3.8263 0.6606 0.0143
C 4.9785 0.8357 3.0310
C 4.8127 -2.7065 2.0215
H 6.5900 -0.6142 4.6141
H -2.4207 -3.5620 2.7812
C -3.4252 6.1271 2.3727
N -1.3327 -0.4830 3.7571
C -2.2142 -2.4923 2.6364
C -3.4843 0.5129 3.1113
H -3.9137 -0.4754 3.3145
C -1.5005 7.1608 0.5872
H -0.7325 -4.2411 5.4822
H -5.8411 -0.8406 3.2921
C -8.6324 1.0282 2.7838
C -7.8205 -0.0737 3.0400
H -2.1341 -1.8821 6.0885
C 4.4468 -0.3599 2.5046
C 2.7293 1.6635 3.3637
H -8.6330 3.1839 2.3694
C 0.7270 0.3106 2.6396
H 2.7067 -1.2365 1.5849

Values from the calculation:
Kohn-Sham gap in Eh: 0.2821
2S+1: 1
SMILES: CCOC(=O)[C@](F)([C@H](/C=C/N1[C@H](Cc2cc(OC)c(OC)c(OC)c2)C(=O)N(C)C1(C)C)c1ccccc1)S(=O)(=O)c1ccccc1


Record 6
ORCA calculation (ωB97M-V/def2-TZVPD) on 2 unconnected molecules or ions with the total composition C3H8 at a distorted geometry.

Geometry (Å):
H 1.1878 -0.7854 -0.0111
H -2.0355 -1.3822 1.0222
C 1.8547 0.0715 -0.1612
H -0.5747 -0.0777 1.3866
C -1.6502 0.2820 -0.4142
H 2.5510 0.2875 0.6685
C -1.3596 -0.4547 0.7080
H 1.2116 0.8665 -0.4625
H -1.0292 1.2522 -0.6720
H -2.6178 0.0610 -0.9836
H 2.4617 -0.1207 -1.0807

Values from the calculation:
Kohn-Sham gap in Eh: 0.4127
Relative energy (zero: lowest compared OMol25 entry of this formula, charge and spin) in eV: 1.6890
2S+1: 1
SMILES: C=C.C


Record 7
ORCA calculation (ωB97M-V/def2-TZVPD) on 10 unconnected molecules or ions with the total composition C50H126N10O10 at a distorted geometry.

Geometry (Å):
H -24.2123 -26.0330 2.2554
H -19.4906 -6.4600 1.6529
H -27.9245 -25.5697 7.6233
C -30.1981 -29.4210 -0.2393
C -39.8405 -20.0681 1.8863
H -37.9911 -27.4159 6.5117
H -15.0378 -15.9072 2.1085
H -26.4266 -13.7173 10.1983
N -39.2870 -13.8820 10.3235
H -36.0133 -19.5113 -1.6652
H -23.4516 -26.1664 -10.5184
H -39.2414 -16.5881 10.2685
H -24.7774 -24.9766 -10.3935
H -24.6599 -18.7001 3.0830
H -18.7754 -2.6453 -1.8559
O -25.2719 -25.7484 3.9667
H -15.9844 -15.4807 -0.1259
O -36.5151 -26.5879 7.6958
C -36.2143 -20.5821 -1.6324
C -31.4455 -28.2957 -2.1561
N -24.1443 -22.6249 -6.0710
H -31.8525 -26.6107 -0.3727
H -38.6978 -15.1866 7.9983
O -38.6765 -20.8014 1.3941
C -36.8788 -20.9844 -0.3035
H -26.7261 -24.5103 6.0655
N -19.9668 -4.1060 0.4568
H -30.7705 -30.2623 3.0262
N -17.2176 -18.6863 0.3399
C -30.6300 -16.7886 11.6277
H -26.4262 -26.3270 8.0423
H -37.8428 -13.6973 8.3334
H -39.5245 -13.7144 11.2907
C -19.2234 -6.4178 0.5970
O -36.7193 -15.4299 8.3398
H -17.4155 -20.9857 2.1830
H -19.3626 -7.4181 0.1870
C -16.2044 -17.8323 2.3995
C -36.2799 -15.3380 6.9956
H -24.1422 -15.3018 1.7019
H -40.0786 -14.3399 9.8949
H -15.3942 -21.0112 1.0912
H -29.2649 -15.0961 9.7489
H -39.9345 -20.4455 2.9046
H -31.5555 -29.3002 -2.5645
H -34.8058 -26.4266 6.3985
H -18.4522 -5.4854 -1.6851
H -22.0712 -5.3082 -0.9070
H -18.5993 -19.3976 -0.6310
H -37.5209 -28.5516 7.7708
H -37.2407 -14.1599 10.6023
H -18.4537 -19.5354 2.5630
N -36.9309 -22.4271 -0.2280
C -23.7327 -25.1776 -10.1562
H -19.5813 -0.7794 -0.2711
H -21.5308 -6.9643 -0.6781
H -15.7238 -18.0981 3.3410
H -23.3249 -26.5599 3.6894
H -39.7760 -18.9850 1.7823
H -26.6517 -20.2878 0.8344
H -36.2550 -14.2799 6.7349
H -37.2544 -24.1923 8.4757
N -27.7825 -25.7825 5.0123
H -25.4540 -27.2966 5.3594
H -30.3508 -30.4109 -0.6691
O -30.0056 -29.4689 1.2478
H -22.3481 -3.1133 -1.0096
H -38.9177 -15.7459 11.7817
C -16.3075 -16.3922 0.3770
H -17.1836 -17.4411 2.6758
O -25.1461 -16.6339 3.0500
H -31.6317 -14.7750 10.4478
H -34.9392 -24.6618 8.4025
H -21.0809 -4.4388 -2.5915
H -27.5980 -26.7754 4.9958
H -20.3267 -2.1907 -2.3712
H -36.3604 -25.8120 5.8815
C -38.5078 -15.9817 10.7997
H -25.3957 -20.4466 1.6724
C -20.0128 -4.2930 -2.4303
H -27.4995 -17.5688 2.8398
H -24.9651 -22.2432 -6.5189
H -26.1011 -24.1207 -6.6195
O -17.7538 -19.7645 -0.3625
H -27.6251 -27.2265 7.1645
O -28.5649 -13.5541 10.7276
H -14.5599 -19.4886 0.8725
C -25.2248 -24.7099 -6.3494
H -40.7167 -20.3643 1.3096
C -17.8420 -17.1684 -1.4184
H -23.1511 -24.4507 -10.7233
H -36.6253 -22.6340 8.0083
C -35.6941 -25.8954 6.7401
H -29.9038 -17.5262 11.9693
H -30.4546 -27.9602 -2.4620
H -27.0394 -19.1736 3.3315
H -30.6952 -13.7268 10.9242
H -22.0854 -2.6189 0.6576
H -25.2322 -14.6707 2.8842
H -33.6659 -24.2843 6.6686
H -24.4582 -23.3004 -8.6242
C -27.1590 -26.2441 7.2396
H -17.1580 -19.8877 3.5556
H -14.5562 -18.4058 -0.9696
C -25.4254 -26.2078 5.3166
H -35.2503 -15.6892 7.0643
C -30.0532 -15.2658 11.6804
H -15.7855 -18.7834 -2.1172
H -32.1313 -27.5202 -2.4973
C -23.9278 -23.9466 -6.6310
H -37.3842 -22.7128 -1.0842
C -36.7173 -23.6704 7.6836
C -35.4437 -24.4666 7.4562
C -15.3948 -16.7763 1.5558
H -25.9113 -15.4522 1.4561
H -21.8529 -1.4293 -0.6534
C -26.0484 -18.4490 1.5305
H -19.3869 -3.8667 2.1772
H -27.5436 -13.6036 8.8587
H -19.6127 -4.2326 -3.4424
C -19.4724 -1.6821 0.3300
H -29.2265 -29.0541 -0.5702
C -26.7552 -25.5915 5.9304
C -19.9993 -5.4549 -0.1705
H -31.4762 -16.8751 12.3093
H -24.5281 -25.9945 5.8975
C -19.8222 -2.9299 -1.7491
H -17.2676 -16.0316 0.7463
C -23.6638 -23.8409 -8.1096
C -19.5412 -5.5109 -1.6454
C -27.3944 -13.3148 9.8991
H -30.7389 -31.3492 1.6484
C -17.4453 -19.9450 2.5057
H -18.3872 -1.7847 0.3287
H -37.3869 -23.4910 6.8425
H -21.9858 -6.0632 0.6554
N -25.7924 -19.7892 1.0162
H -38.3403 -19.2592 -0.0602
H -23.0542 -24.3226 -6.0984
H -15.1440 -17.1701 -2.0894
C -15.4471 -17.9951 -1.4447
C -21.7418 -2.4751 -0.3668
H -35.3390 -21.1670 -1.9149
H -24.3464 -22.7488 -5.0892
C -37.8935 -14.7545 8.5937
H -34.8206 -23.7577 5.6648
H -36.4958 -28.3501 6.5034
C -31.3113 -28.4495 -0.6504
C -16.6691 -17.6450 -0.5343
H -31.0743 -27.2652 0.8422
C -24.8416 -17.9291 2.3343
N -34.5134 -23.7365 6.6267
C -27.2223 -18.5506 2.4560
C -30.8671 -30.3072 1.9414
C -38.3145 -20.3358 0.1087
H -29.6495 -15.0523 12.6701
H -22.8143 -23.1695 -8.2352
H -23.9534 -17.8707 1.7052
O -20.2248 -4.0593 1.7500
H -17.6722 -16.1587 -1.7925
H -36.7648 -15.9896 6.2687
H -24.7018 -27.5032 3.1574
C -37.1568 -27.7497 7.1286
H -30.8462 -17.0685 10.5967
H -14.4425 -17.2257 1.2741
H -27.1855 -12.2453 9.8767
H -18.1760 -6.1234 0.5309
H -36.1461 -20.5401 0.3702
C -20.2735 -2.8334 -0.2643
C -21.4474 -5.9508 -0.2856
C -38.1101 -14.6093 10.1226
C -16.5437 -19.1078 1.6572
H -19.8509 -6.3857 -2.2172
H -25.2703 -25.7386 -6.7070
H -39.0490 -20.8027 -0.5476
N -31.1909 -14.5137 11.3182
H -28.0793 -18.9094 1.8861
H -31.8617 -30.0388 1.5853
H -18.0779 -17.7917 -2.2809
H -27.9716 -15.4521 10.9124
C -15.2583 -20.0184 1.5203
H -26.2793 -17.7593 0.7186
H -32.2632 -28.7303 -0.1997
H -37.0067 -20.7664 -2.3579
H -37.5862 -22.5033 0.5367
H -37.7117 -16.7262 10.7919
H -25.2990 -24.8048 -5.2661
N -31.0236 -27.1470 -0.1596
H -14.7839 -20.0794 2.4997
H -19.7945 -1.4686 1.3492
H -27.4301 -25.5065 4.1069
C -25.1007 -15.4953 2.1836
C -24.3156 -26.4873 3.2408
O -23.5176 -25.1124 -8.7541
C -28.9078 -14.9143 10.7626
H -18.7397 -17.0310 -0.8156

Values from the calculation:
Kohn-Sham gap in Eh: 0.3136
Relative energy (zero: lowest compared OMol25 entry of this formula, charge and spin) in eV: 6.8482
2S+1: 1
SMILES: CC1(C)CCCC(C)(C)N1O.CC1(C)CCCC(C)(C)N1O.COC[C@H](C)N.COC[C@H](C)N.COC[C@H](C)N.COC[C@H](C)N.COC[C@H](C)N.COC[C@H](C)N.COC[C@H](C)N.COC[C@H](C)N


Computed values of E_LUMO (unit: hartree) for the preceding records, in sequence: 0.019; -0.021; -0.240; -0.004; -0.003; 0.046; 0.023.
Computed values of molecular weight (unit: u) for the preceding records, in sequence: 96.085; 524.420; 658.197; 96.089; 668.784; 44.097; 1027.618.